# CH7N6O

A 2-piece molecular cluster, CH7N6O overall in a non-equilibrium geometry (the ωB97M-V functional and the def2-TZVPD basis, the OMol25 dataset).

Geometry (Å):
1 C -1.3931 0.6853 0.4805
2 N 3.3392 1.4086 -1.0219
3 N 2.8002 0.5538 -0.5903
4 N -1.0878 0.0375 -0.5992
5 N 1.9436 -0.2565 -0.4443
6 N -1.7366 1.9838 0.3706
7 N -0.7345 -1.3676 -0.4096
8 O 1.8295 -1.1856 0.6850
9 H -1.5029 0.2751 1.3980
10 H -2.3796 2.2883 1.0153
11 H -1.6468 2.3552 -0.5719
12 H 0.2834 -1.4137 -0.4973
13 H -1.1924 -1.9771 -1.1848
14 H -1.1845 -1.6563 0.5230
15 H 2.6625 -1.7308 0.8470

Atomic forces in eV per Å
-0.3290 0.9811 -3.8600
2.4547 2.6774 -0.9990
0.8576 0.2590 1.2343
0.0838 -0.1168 -0.3445
-3.9754 -4.5756 0.4413
2.2401 -1.7091 -1.7129
-2.7740 -0.1398 0.2630
2.0047 0.5230 0.1224
-0.1765 -1.4891 3.0740
-1.5171 1.4081 1.4525
-0.4528 0.2562 0.4805
0.2003 -0.4534 0.5407
0.8788 1.5384 1.4851
1.5606 -0.2404 -1.4774
-1.0557 1.0808 -0.7001

The value obtained for the largest force on an atom is 6.08 eV Å⁻¹. As for the charge: +1. The value obtained for the highest occupied orbital energy is -13.6210 eV. The value obtained for the relative energy (zero: lowest compared OMol25 entry of this formula, charge and spin) is 44.71 kJ/mol.



# C40H66Cl2FN2O16S

A 7-piece molecular cluster, C40H66Cl2FN2O16S overall in a non-equilibrium geometry (the ωB97M-V functional and the def2-TZVPD basis, the OMol25 dataset).

Geometry (Å):
1 C 3.3678 0.9362 -1.6546
2 C 3.3272 -0.3467 -2.4364
3 C 2.7587 -1.5470 -1.6895
4 Cl 2.0962 -1.1081 -0.1243
5 N 1.7845 -2.3999 -2.5018
6 C 2.1450 -2.5112 -3.9829
7 C 3.5662 -2.8067 -4.4994
8 C 4.8224 -2.8863 -3.6213
9 C 5.7838 -3.9109 -4.2091
10 S 6.9071 -4.5143 -3.0084
11 O 7.6948 -5.5227 -3.6177
12 O 6.1192 -4.8178 -1.8548
13 O 7.8290 -3.3047 -2.6670
14 C 1.5930 -3.7557 -1.8394
15 Cl 2.8745 -4.8653 -2.2731
16 C 0.2799 -4.4266 -2.1602
17 N -0.9039 -3.6850 -1.7129
18 C -2.0245 -3.7996 -2.6552
19 C -3.3600 -4.0230 -1.9701
20 C -0.5232 -2.2986 -1.3844
21 C -1.6943 -1.3581 -1.2425
22 C -1.3402 -0.3005 -0.2933
23 C -1.3399 -0.6565 1.0890
24 O -2.3231 0.1965 0.4866
25 C 0.3796 -1.8042 -2.4952
26 F 0.5308 -0.4528 -2.5584
27 H 3.8579 1.6456 -2.3046
28 H 3.9855 0.8531 -0.7894
29 H 2.3939 1.3453 -1.4493
30 H 2.7806 -0.1266 -3.3364
31 H 4.3378 -0.5475 -2.7380
32 H 3.5658 -2.2038 -1.4367
33 H 1.4762 -3.2626 -4.3597
34 H 1.7904 -1.5980 -4.4204
35 H 3.7768 -2.0797 -5.2655
36 H 3.5024 -3.7283 -5.0477
37 H 5.3480 -1.9472 -3.6517
38 H 4.6620 -3.1851 -2.6024
39 H 6.3640 -3.4999 -5.0167
40 H 5.2728 -4.8117 -4.5051
41 H 7.2954 -2.6138 -2.2643
42 H 1.6795 -3.6192 -0.7792
43 H 0.2556 -4.7001 -3.2072
44 H 0.3317 -5.3657 -1.6338
45 H -1.8363 -4.6801 -3.2456
46 H -2.0752 -2.9858 -3.3709
47 H -3.2732 -3.8588 -0.9125
48 H -4.1184 -3.3771 -2.3833
49 H -3.6840 -5.0395 -2.1168
50 H -0.0673 -2.3167 -0.4132
51 H -2.5258 -1.8563 -0.7739
52 H -1.9529 -0.8761 -2.1764
53 H -0.5806 0.3929 -0.5906
54 H -0.6984 -0.0964 1.7402
55 H -1.9058 -1.5009 1.4350
56 H -0.0961 -2.0762 -3.4246
57 O 5.3411 -10.8542 -6.2035
58 C 5.8297 -10.2268 -5.3166
59 O 5.5626 -8.9085 -5.1348
60 C 6.3612 -8.3750 -4.0618
61 C 6.7440 -9.5807 -3.2090
62 C 6.8242 -10.6901 -4.2626
63 H 7.2305 -7.8774 -4.4889
64 H 5.7705 -7.6399 -3.5199
65 H 7.6593 -9.4277 -2.6432
66 H 5.9451 -9.8049 -2.5017
67 H 7.8095 -10.7504 -4.7253
68 H 6.5405 -11.6653 -3.8810
69 O 0.2954 2.8633 1.6784
70 C -0.1894 3.6842 0.9408
71 O 0.5786 4.3661 0.0753
72 C -0.2066 5.3720 -0.6098
73 C -1.6432 4.8790 -0.5063
74 C -1.6288 4.1487 0.8391
75 H -0.0600 6.3256 -0.1034
76 H 0.1519 5.4563 -1.6318
77 H -2.3759 5.6793 -0.5648
78 H -1.8532 4.1693 -1.3101
79 H -1.8404 4.8293 1.6644
80 H -2.3075 3.3098 0.8640
81 O 4.5256 1.0897 1.3003
82 C 4.3294 1.8801 2.1849
83 O 5.1936 2.8745 2.4330
84 C 4.7987 3.6093 3.6109
85 C 3.3063 3.3359 3.7629
86 C 3.1871 1.9232 3.1865
87 H 5.3807 3.2361 4.4547
88 H 5.0344 4.6581 3.4594
89 H 2.9562 3.4360 4.7872
90 H 2.7357 4.0268 3.1425
91 H 3.3651 1.1510 3.9373
92 H 2.2320 1.7567 2.6974
93 O -2.1256 7.6206 1.9305
94 C -1.8972 7.4012 3.0821
95 O -0.8720 6.6181 3.4988
96 C -0.9368 6.4531 4.9327
97 C -1.7470 7.6395 5.4448
98 C -2.6999 7.8870 4.2746
99 H -1.4182 5.4968 5.1434
100 H 0.0773 6.4317 5.3217
101 H -2.2397 7.4415 6.3931
102 H -1.0953 8.5028 5.5784
103 H -3.6048 7.2810 4.3450
104 H -2.9634 8.9325 4.1513
105 O -5.7133 3.1386 3.7449
106 C -5.6937 2.0517 3.2449
107 O -5.1226 1.8283 2.0449
108 C -5.3295 0.4637 1.6316
109 C -5.6025 -0.3060 2.9218
110 C -6.2967 0.7604 3.7765
111 H -6.1807 0.4330 0.9483
112 H -4.4434 0.1198 1.1101
113 H -6.1852 -1.2104 2.7651
114 H -4.6595 -0.5896 3.3912
115 H -7.3743 0.7903 3.6108
116 H -6.0954 0.6592 4.8380
117 O -11.9069 4.5184 4.1050
118 C -10.7720 4.8832 4.1024
119 O -9.7730 4.1410 4.6368
120 C -8.5254 4.8594 4.5904
121 C -8.7029 5.8920 3.4802
122 C -10.2028 6.1899 3.5681
123 H -8.3579 5.3255 5.5638
124 H -7.7219 4.1600 4.3897
125 H -8.0629 6.7629 3.6009
126 H -8.4746 5.4387 2.5155
127 H -10.4274 6.9796 4.2855
128 H -10.6499 6.4310 2.6093

Atomic forces in eV per Å
0.3020 0.4637 -0.6533
-0.4152 0.3920 -0.1695
0.4433 0.1616 -0.0453
-0.1795 -0.0729 0.4068
-0.5721 -0.2378 0.0399
0.3680 0.0610 0.1225
0.1448 0.0785 0.3372
0.3231 -0.2023 -0.5706
-0.0219 0.4130 0.2278
-0.6399 -1.1950 0.0629
0.5223 0.1130 -0.0157
-0.1287 -0.0444 0.4574
0.6976 0.4488 -0.3489
0.2399 -0.3864 -0.1366
0.2108 -0.3734 0.0044
-0.3837 0.0257 0.2619
0.4158 0.6097 -0.4139
0.1148 -0.5960 0.1686
-0.0687 0.1029 -0.2147
-0.4684 -0.7311 -0.1261
-0.1020 0.0877 -0.6115
1.6551 -0.3438 -0.9469
-0.7627 0.5894 1.5244
-1.6346 1.6448 0.5349
-0.0319 0.6080 0.0225
0.0766 0.2433 0.1130
0.1847 0.4144 -0.2079
0.0827 0.0393 0.8021
-0.3644 0.0078 0.3759
-0.3080 -0.2008 -0.4031
0.3541 -0.3785 -0.0670
0.2074 -0.5124 0.0093
-0.2547 -0.5197 -0.0131
-0.0563 0.5694 -0.0117
-0.0537 0.4925 -0.2877
-0.1735 -0.5826 -0.0709
0.0638 0.4995 0.2001
-0.2408 0.0614 0.2407
0.1603 -0.0680 -0.5445
-0.1853 -0.3827 -0.3408
0.0130 0.3262 0.4412
0.0481 0.4153 0.4532
-0.0677 0.1087 -0.5248
0.0205 -0.4837 0.2287
0.1896 -0.3255 -0.3511
0.0681 0.4550 -0.1168
-0.0634 0.1138 0.4747
-0.3365 0.2469 -0.0051
-0.1797 -0.3885 0.0276
0.5092 -0.0495 0.2149
-0.4480 -0.3777 -0.3249
-0.5040 -0.2777 -0.4393
0.3623 0.5241 -0.2531
0.3157 -0.1658 0.5360
0.7024 -0.8407 0.2654
-0.0015 -0.3883 -0.4132
-0.1345 -0.1093 -0.0907
0.2853 -0.0548 0.0468
-0.0560 0.1949 0.1274
0.0661 -0.1320 0.0752
-0.0149 -0.1244 -0.1706
-0.2474 0.3161 0.2872
0.0287 0.0084 -0.0109
-0.0724 0.0192 -0.0558
0.0531 0.0338 -0.0542
-0.0213 0.0128 0.0183
0.0152 -0.0571 -0.0301
0.0712 -0.1175 -0.1280
-0.1977 -0.1405 -0.1144
0.0802 0.0552 0.4404
0.0248 0.1598 -0.2764
-0.1382 0.0819 -0.0232
-0.0308 -0.0784 0.0928
0.1777 0.1275 -0.5063
-0.0250 -0.0059 0.0823
0.1198 -0.0949 0.0078
0.0550 0.0834 0.0697
0.0222 0.0153 0.0050
0.0489 -0.0557 0.0613
-0.1566 -0.2417 0.2560
-0.1468 -0.0619 0.0399
-0.0340 -0.2490 0.1346
0.1047 0.2593 0.0952
-0.1325 0.0358 0.0836
0.0243 -0.1300 -0.1008
0.0260 0.3768 -0.0757
0.0088 -0.0430 0.0079
0.0709 0.0049 -0.1142
0.0573 -0.0541 0.0464
-0.0219 0.0073 -0.0229
-0.0023 -0.0435 -0.0192
0.0064 -0.1388 -0.0550
0.2653 -0.1467 -0.3482
-0.4569 0.0602 0.2320
-0.0637 0.0673 0.0498
0.0575 0.0060 0.1461
-0.0796 -0.0073 -0.1736
0.4544 0.0081 0.3082
-0.0389 -0.0014 -0.0116
0.0693 -0.0356 -0.1066
-0.0247 -0.0810 -0.0094
0.0296 0.0045 0.0085
-0.0375 0.0412 -0.0537
-0.1625 -0.0239 -0.1217
0.0974 0.0935 0.0805
-0.3214 -0.0836 0.0777
0.1370 -0.1168 -0.1980
-0.0710 -0.2449 0.0814
-0.1042 0.2332 0.0986
0.4134 -0.2025 -0.2004
-0.0529 0.0551 0.0342
0.0319 0.1639 -0.0308
-0.0734 0.0306 -0.0355
0.0312 -0.0090 -0.0174
-0.0318 0.0356 0.0452
-0.1395 0.0997 0.0773
-0.1703 -0.0907 -0.0740
0.0570 0.2706 0.0923
0.1631 -0.0558 0.0050
0.0557 0.1290 -0.1219
-0.2300 0.0241 0.0642
0.3910 -0.2760 -0.1262
-0.0450 0.0200 0.0128
-0.0157 -0.1176 0.0589
-0.0073 0.0136 0.0675
0.0341 -0.0236 -0.0117
-0.0597 0.0274 -0.0049
-0.1655 0.0802 0.0497

The value obtained for the largest force on an atom is 2.38 eV Å⁻¹. As for the charge: +1. The value obtained for the highest occupied orbital energy is -11.0870 eV.



# H8O4

A 4-piece molecular cluster, H8O4 overall in a non-equilibrium geometry (the ωB97M-V functional and the def2-TZVPD basis, the OMol25 dataset).

Geometry (Å):
1 O 11.2680 33.9410 25.3560
2 H 11.1660 34.5050 24.5120
3 H 10.5650 33.3790 25.2320
4 O 10.3770 37.7640 28.0170
5 H 10.7620 36.9230 27.7440
6 H 10.7180 37.8660 28.7940
7 O 12.4580 35.7650 27.2050
8 H 12.4530 35.2220 26.3560
9 H 13.2160 36.0940 27.3580
10 O 12.5330 33.6070 29.0260
11 H 13.2890 33.7830 29.5650
12 H 12.2280 34.3320 28.4680

Atomic forces in eV per Å
2.1464 3.6086 -2.2019
0.5018 -1.0762 1.9622
-2.5882 -2.4468 0.0945
-2.9812 -1.3083 -7.0849
0.0054 -0.0191 -0.4455
3.0160 1.3739 7.5081
-9.0115 -4.6086 -3.2001
0.0459 0.9256 1.7662
8.7949 3.6998 1.4708
-1.1446 -1.3064 -0.2373
0.4771 0.7720 0.0909
0.7379 0.3855 0.2770

The value obtained for the largest force on an atom is 10.62 eV Å⁻¹. As for the SMILES: O.O.O.O. As for the charge: 0. The value obtained for the highest occupied orbital energy is -10.8823 eV. The value obtained for the relative energy (zero: lowest compared OMol25 entry of this formula, charge and spin) is 191.52 kJ/mol.



# C22H24N2O2

One molecule with the formula C22H24N2O2 (the ωB97M-V functional and the def2-TZVPD basis, the OMol25 dataset).

Geometry (Å):
1 C -1.2149 -3.0727 -0.9136
2 C -2.0119 -2.0868 -0.5286
3 C -3.0976 -1.5701 -1.4204
4 C -1.8239 -1.4403 0.8239
5 C -3.0893 -1.4747 1.6885
6 C -4.0524 -0.3820 1.3678
7 C -3.7363 0.7460 0.7257
8 C -4.7471 1.8082 0.4223
9 C -2.3652 0.9863 0.2862
10 N -2.1822 2.0479 -0.4065
11 N -0.9284 2.4195 -0.8395
12 C 0.1903 2.5558 -0.0770
13 O 0.2607 2.2778 1.0980
14 C 1.3962 3.0959 -0.8668
15 O 2.5732 2.4238 -0.4997
16 C 2.6149 1.0659 -0.6480
17 C 1.7192 0.3294 -1.3841
18 C 1.8447 -1.0660 -1.4720
19 C 2.8620 -1.7198 -0.8415
20 C 3.8157 -0.9963 -0.0942
21 C 4.8911 -1.6330 0.5591
22 C 5.8006 -0.9124 1.2815
23 C 5.6744 0.4801 1.3885
24 C 4.6438 1.1293 0.7668
25 C 3.6959 0.4122 0.0113
26 C -1.3138 0.0003 0.6893
27 H -0.4261 -3.4499 -0.2846
28 H -1.3180 -3.5449 -1.8767
29 H -4.0692 -1.6595 -0.9375
30 H -3.1185 -2.1253 -2.3553
31 H -2.9405 -0.5156 -1.6430
32 H -1.0434 -2.0105 1.3394
33 H -2.8002 -1.3723 2.7411
34 H -3.5812 -2.4461 1.5887
35 H -5.0677 -0.5316 1.7118
36 H -5.7268 1.5298 0.8013
37 H -4.8075 1.9656 -0.6523
38 H -4.4411 2.7502 0.8717
39 H -0.9869 2.9443 -1.7033
40 H 1.5659 4.1388 -0.5815
41 H 1.2254 3.0436 -1.9513
42 H 0.9069 0.8013 -1.9154
43 H 1.1108 -1.6139 -2.0449
44 H 2.9533 -2.7939 -0.9077
45 H 4.9824 -2.7068 0.4750
46 H 6.6213 -1.4112 1.7768
47 H 6.3977 1.0358 1.9672
48 H 4.5335 2.1994 0.8434
49 H -0.9009 0.3308 1.6478
50 H -0.4888 0.0178 -0.0277

Atomic forces in eV per Å
0.0570 -0.1158 -0.0365
-0.0200 -0.0074 0.1240
0.0244 -0.1297 -0.1038
0.0332 -0.0240 0.0496
0.1934 -0.0712 -0.0383
0.1527 0.1963 -0.0066
-0.6326 -0.0862 0.1811
0.0079 -0.0956 0.0508
0.8412 0.0280 0.0133
-0.6763 0.4545 0.0708
-0.0160 -0.3975 -0.3788
0.1501 0.1212 0.0166
0.0657 0.0642 -0.0049
-0.0758 0.0711 0.0839
0.1313 -0.1604 0.0484
-0.1392 -0.2564 -0.1953
0.0975 0.5948 0.0234
0.2186 -0.3442 0.0857
-0.2564 -0.0691 -0.1901
-0.0500 0.3523 0.0140
0.1579 -0.0012 0.1105
-0.0397 -0.2553 -0.0543
-0.0777 0.2392 -0.0344
0.1220 0.1006 0.1064
-0.0221 -0.0929 -0.0043
0.2099 -0.1335 0.0270
0.1555 -0.0264 0.2105
-0.0821 -0.0504 -0.2298
-0.0956 0.0368 -0.0388
-0.0094 -0.0174 -0.0719
-0.0899 0.0850 -0.0817
-0.0684 0.0793 -0.0707
-0.0212 -0.1017 0.0134
0.0085 -0.0002 0.0582
-0.1504 0.1028 -0.0123
-0.0734 -0.0369 0.0276
-0.0587 0.0948 -0.0763
-0.0348 0.1271 -0.0266
0.1270 -0.1129 0.2103
-0.0914 -0.1350 -0.0857
0.0142 -0.0089 0.1185
-0.0410 0.0791 0.0140
-0.0330 -0.0595 -0.0262
0.0053 -0.1151 -0.0172
0.0131 -0.0913 -0.0007
0.0418 -0.0641 0.0214
0.0305 0.0722 0.0320
0.0304 0.0807 0.0443
0.0011 0.0043 -0.0913
-0.0352 0.0758 0.1209

The value obtained for the largest force on an atom is 0.84 eV Å⁻¹. As for the SMILES: C=C(C)[C@@H]1CC=C(C)/C(=N/NC(=O)COc2cccc3ccccc23)C1. As for the charge: 0. The value obtained for the highest occupied orbital energy is -7.9015 eV. The value obtained for the relative energy (zero: lowest compared OMol25 entry of this formula, charge and spin) is 292.20 kJ/mol.



Electronic energy, respectively: -445.6362, -4295.2821, -305.7063, -1112.6825 hartree.
Kohn-Sham gap, respectively: 9.87, 8.83, 11.25, 8.57 eV.
LUMO, respectively: -3.756, -2.253, 0.366, 0.664 eV.